[1]
{
  "formula": "CH6NO4PS2",
  "method": "ωB97M-V/def2-TZVPD",
  "multiplicity": 1,
  "e_tot_ha": -1535.20885,
  "gap_ev": 9.19,
  "e_lumo_ev": 0.00,
  "de_lowest_kcal_mol": 0.0,
  "e_homo_ev": -9.188,
  "symbols": ["C", "N", "O", "O", "O", "O", "P", "S", "S", "H", "H", "H", "H", "H", "H"],
  "positions_angstrom": [[0.180, 1.097, 0.098], [0.881, -1.474, -0.734], [-1.254, -1.073, 0.552], [-1.029, -0.325, -1.789], [-3.134, -1.237, 2.391], [-1.266, 0.433, 2.753], [-2.358, 0.038, 1.872], [-3.383, 1.189, 0.693], [-0.434, -0.471, -0.510], [1.040, 1.398, -0.489], [-0.628, 1.814, -0.014], [0.417, 0.979, 1.149], [1.452, -1.261, -1.533], [-3.894, -1.408, 1.832], [1.391, -1.729, 0.096]],
  "lowdin_charge": [-0.140, -0.051, -0.395, -0.271, -0.172, -0.333, 0.080, 0.289, 0.598, 0.071, 0.043, 0.058, 0.078, 0.066, 0.080]
}


[2]
{
  "formula": "C6H15N",
  "method": "ωB97M-V/def2-TZVPD",
  "multiplicity": 2,
  "e_tot_ha": -292.01077,
  "gap_ev": [10.96, 5.79],
  "e_lumo_ev": [-3.48, -8.65],
  "de_lowest_kcal_mol": 32.3,
  "e_homo_ev": [-14.436, -14.435],
  "s_squared": 0.754,
  "charge": 1,
  "symbols": ["C", "C", "C", "C", "C", "C", "N", "H", "H", "H", "H", "H", "H", "H", "H", "H", "H", "H", "H", "H", "H", "H"],
  "positions_angstrom": [[1.514, -1.744, -1.946], [1.629, -0.290, -1.465], [1.332, -0.152, 0.027], [-0.137, -0.367, 0.379], [-1.056, 0.795, 0.098], [-1.447, 1.587, 1.388], [-2.476, 0.944, 2.063], [0.484, -2.024, -2.194], [1.969, -1.745, -2.943], [1.941, -2.555, -1.369], [2.602, 0.099, -1.745], [0.851, 0.258, -2.008], [1.868, -0.961, 0.535], [1.691, 0.786, 0.458], [-0.286, -0.876, 1.353], [-0.451, -1.321, -0.081], [-0.653, 1.541, -0.583], [-1.965, 0.450, -0.355], [-1.675, 2.638, 1.220], [-0.540, 1.530, 2.027], [-2.879, 1.451, 2.855], [-2.315, -0.043, 2.285]],
  "mulliken_spin": [-0.001, 0.002, 0.008, 0.006, 0.053, 0.075, 0.767, 0.000, 0.000, 0.000, 0.000, -0.001, 0.000, -0.001, 0.005, 0.002, 0.009, -0.008, 0.013, 0.099, -0.013, -0.016]
}


[3]
{
  "formula": "C5H10FN",
  "method": "ωB97M-V/def2-TZVPD",
  "smiles": "C[C@H]1N(F)C1(C)C",
  "multiplicity": 1,
  "e_tot_ha": -350.99428,
  "gap_ev": 10.53,
  "e_lumo_ev": 1.00,
  "de_lowest_kcal_mol": 82.5,
  "e_homo_ev": -9.523,
  "symbols": ["C", "C", "N", "F", "C", "C", "C", "H", "H", "H", "H", "H", "H", "H", "H", "H", "H"],
  "positions_angstrom": [[-0.697, 1.988, -0.232], [0.406, 1.014, -0.386], [0.862, 0.547, 0.925], [2.293, 0.353, 1.019], [0.106, -0.408, -0.013], [0.930, -1.533, -0.545], [-1.162, -0.952, 0.596], [-0.233, 2.983, -0.658], [-1.030, 2.080, 0.907], [-1.561, 1.584, -0.899], [1.100, 1.088, -1.180], [0.781, -2.478, 0.114], [2.018, -1.104, -0.479], [0.705, -1.740, -1.539], [-1.921, -0.180, 0.924], [-0.834, -1.562, 1.433], [-1.763, -1.680, 0.013]],
  "lowdin_charge": [-0.080, -0.318, 0.055, -0.105, -0.472, -0.042, -0.052, 0.107, 0.124, 0.107, 0.137, 0.118, 0.113, 0.051, 0.088, 0.079, 0.090]
}


[4]
{
  "formula": "H6O3",
  "method": "ωB97M-V/def2-TZVPD",
  "smiles": "O.O.O",
  "multiplicity": 1,
  "e_tot_ha": -229.31604,
  "gap_ev": 10.99,
  "e_lumo_ev": 0.38,
  "de_lowest_kcal_mol": 5.7,
  "e_homo_ev": -10.613,
  "symbols": ["O", "H", "H", "O", "H", "H", "O", "H", "H"],
  "positions_angstrom": [[0.431, -0.895, -2.331], [1.116, -0.449, -2.840], [-0.349, -0.886, -2.896], [0.119, 0.994, 2.986], [-0.050, 0.842, 2.044], [0.419, 0.142, 3.313], [-0.365, 0.217, 0.218], [-1.320, 0.162, 0.119], [-0.001, -0.127, -0.612]],
  "lowdin_charge": [-0.041, 0.059, 0.056, -0.076, -0.017, 0.026, -0.057, 0.049, 0.001]
}


[5]
{
  "formula": "C30H53N10O11",
  "method": "ωB97M-V/def2-TZVPD",
  "multiplicity": 1,
  "e_tot_ha": -2548.78589,
  "gap_ev": 4.61,
  "e_lumo_ev": -5.31,
  "de_lowest_kcal_mol": 23.8,
  "e_homo_ev": -9.926,
  "charge": 1,
  "symbols": ["C", "C", "C", "C", "C", "C", "N", "O", "C", "C", "C", "H", "H", "H", "H", "H", "H", "H", "H", "H", "H", "H", "H", "H", "H", "H", "H", "H", "H", "N", "C", "C", "C", "C", "H", "H", "H", "H", "H", "N", "C", "C", "C", "C", "H", "H", "H", "H", "H", "N", "C", "C", "C", "C", "H", "H", "H", "H", "H", "N", "C", "C", "C", "C", "H", "H", "H", "H", "H", "C", "N", "O", "O", "H", "H", "H", "C", "N", "O", "O", "H", "H", "H", "C", "N", "O", "O", "H", "H", "H", "C", "N", "O", "O", "H", "H", "H", "C", "N", "O", "O", "H", "H", "H"],
  "positions_angstrom": [[1.654, 1.420, 0.589], [0.403, 0.486, 0.064], [-0.838, 1.269, -0.160], [-0.833, 2.132, -1.397], [-0.501, 1.424, -2.659], [0.777, 0.635, -2.671], [0.891, -0.027, -1.324], [1.798, -0.970, -1.263], [2.017, 1.680, -3.035], [0.794, -0.464, -3.766], [0.155, -0.809, 0.899], [1.595, 2.468, 0.090], [2.566, 0.906, 0.364], [1.827, 1.528, 1.786], [-1.318, 1.739, 0.879], [-1.656, 0.384, -0.398], [-0.294, 3.033, -1.225], [-1.917, 2.497, -1.247], [-0.519, 2.015, -3.497], [-1.200, 0.775, -2.712], [2.070, 1.852, -4.048], [2.961, 1.206, -2.888], [2.035, 2.465, -2.387], [0.234, -1.346, -3.560], [1.857, -0.752, -3.907], [0.672, 0.040, -4.781], [1.178, -1.411, 1.247], [-0.756, -1.371, 0.594], [0.138, -0.391, 1.977], [-0.859, -0.506, 5.717], [-0.547, 0.919, 5.789], [0.599, 1.162, 4.880], [1.084, -0.190, 4.416], [0.075, -1.213, 4.946], [-1.589, -0.975, 6.222], [-1.204, 1.529, 6.519], [1.014, 2.085, 4.548], [1.843, -0.312, 3.619], [0.141, -2.267, 4.819], [5.713, 0.860, -4.405], [4.731, 0.047, -4.157], [4.209, -0.478, -5.478], [5.041, 0.330, -6.538], [6.085, 1.040, -5.706], [6.272, 1.390, -3.602], [4.597, -0.344, -3.085], [3.424, -1.321, -5.558], [5.018, 0.366, -7.589], [6.975, 1.529, -5.913], [-4.146, 1.869, 4.396], [-4.758, 3.149, 4.384], [-4.893, 3.581, 2.964], [-4.059, 2.587, 2.171], [-3.699, 1.504, 3.140], [-4.034, 1.343, 5.260], [-4.870, 3.561, 5.460], [-5.255, 4.535, 2.705], [-3.726, 2.480, 1.070], [-3.191, 0.516, 2.815], [5.112, 0.065, 0.703], [4.549, -1.133, 0.307], [4.014, -1.721, 1.723], [4.320, -0.760, 2.790], [4.939, 0.533, 2.084], [5.613, 0.505, -0.055], [4.786, -1.607, -0.665], [3.551, -2.645, 1.935], [4.061, -0.904, 3.724], [5.312, 1.298, 2.436], [-0.039, -4.795, -5.635], [0.320, -3.425, -5.579], [-0.630, -2.635, -5.985], [1.494, -3.198, -5.461], [0.160, -5.146, -6.658], [-1.086, -4.918, -5.405], [0.549, -5.133, -4.848], [-3.143, -2.093, 3.896], [-2.556, -2.239, 2.516], [-1.386, -2.624, 2.402], [-3.313, -2.187, 1.557], [-4.222, -2.233, 3.815], [-2.804, -1.121, 4.311], [-2.673, -2.726, 4.669], [-5.373, -0.410, -0.208], [-4.147, -0.026, -0.809], [-3.970, 1.111, -1.091], [-3.431, -0.973, -1.204], [-5.478, -1.534, -0.385], [-6.203, 0.258, -0.589], [-5.170, -0.201, 0.811], [-1.422, 4.177, 3.301], [-0.997, 4.483, 1.922], [0.073, 4.251, 1.400], [-1.891, 5.217, 1.386], [-0.624, 4.352, 4.096], [-1.458, 3.064, 3.454], [-2.246, 4.652, 3.571], [-1.986, -4.041, -0.965], [-0.796, -4.355, -1.637], [-0.916, -5.249, -2.493], [0.160, -3.587, -1.624], [-1.735, -3.164, -0.283], [-2.586, -4.884, -0.743], [-2.554, -3.481, -1.844]],
  "lowdin_charge": [0.026, -0.405, -0.174, -0.177, -0.126, -0.348, 0.099, 0.129, 0.067, -0.009, -0.035, 0.098, 0.020, 0.132, 0.176, 0.133, 0.097, 0.140, 0.124, 0.060, 0.072, 0.037, 0.046, 0.063, 0.060, 0.137, 0.142, 0.055, 0.075, -0.046, -0.094, -0.083, -0.062, -0.094, 0.118, 0.118, 0.059, 0.047, 0.085, -0.096, -0.224, -0.035, -0.015, -0.101, 0.213, 0.119, 0.080, 0.045, 0.073, -0.042, -0.098, -0.050, -0.087, -0.168, 0.132, 0.132, 0.062, 0.090, 0.102, -0.054, -0.071, -0.046, -0.034, 0.032, 0.130, 0.099, 0.052, 0.006, -0.018, 0.014, -0.413, 0.014, 0.085, 0.131, 0.100, 0.073, 0.042, -0.379, 0.032, 0.043, 0.107, 0.060, 0.104, 0.026, -0.453, 0.088, 0.012, 0.137, 0.140, 0.070, 0.016, -0.381, 0.057, 0.029, 0.128, 0.090, 0.029, 0.014, -0.443, 0.042, 0.052, 0.089, 0.097, 0.157]
}


[6]
{
  "formula": "C28H53Cl2N12O28",
  "method": "ωB97M-V/def2-TZVPD",
  "multiplicity": 1,
  "e_tot_ha": -4781.40686,
  "gap_ev": 6.81,
  "e_lumo_ev": 0.89,
  "e_homo_ev": -5.919,
  "charge": -1,
  "symbols": ["C", "C", "N", "C", "C", "N", "C", "C", "H", "H", "H", "H", "H", "H", "H", "H", "H", "H", "H", "Cl", "O", "O", "O", "O", "Cl", "O", "O", "O", "O", "C", "N", "O", "O", "H", "H", "H", "C", "N", "O", "O", "H", "H", "H", "C", "N", "O", "O", "H", "H", "H", "C", "N", "O", "O", "H", "H", "H", "C", "N", "O", "O", "H", "H", "H", "C", "N", "O", "O", "H", "H", "H", "C", "N", "O", "O", "H", "H", "H", "C", "N", "O", "O", "H", "H", "H", "C", "N", "O", "O", "H", "H", "H", "C", "N", "O", "O", "H", "H", "H", "C", "C", "C", "C", "C", "C", "H", "H", "H", "H", "H", "H", "C", "C", "C", "C", "C", "C", "H", "H", "H", "H", "H", "H"],
  "positions_angstrom": [[-19.384, -5.890, -9.986], [-20.805, -5.488, -10.283], [-21.636, -5.385, -9.090], [-21.523, -5.960, -7.810], [-22.689, -5.586, -7.094], [-23.490, -4.831, -7.920], [-22.875, -4.772, -9.117], [-24.836, -4.404, -7.570], [-19.338, -6.901, -9.583], [-19.015, -5.239, -9.194], [-18.704, -5.907, -10.838], [-21.390, -6.026, -11.029], [-20.888, -4.467, -10.656], [-20.748, -6.643, -7.493], [-23.024, -5.783, -6.087], [-23.266, -4.276, -9.994], [-25.168, -4.672, -6.568], [-25.504, -4.851, -8.307], [-24.933, -3.318, -7.584], [-23.393, -0.961, -11.688], [-22.608, 0.195, -11.486], [-22.555, -2.138, -11.761], [-24.225, -1.159, -10.564], [-24.195, -0.990, -12.878], [-23.502, -5.320, -13.910], [-22.168, -5.478, -14.495], [-23.963, -4.029, -14.390], [-24.334, -6.403, -14.500], [-23.597, -5.292, -12.452], [-25.305, -7.629, -3.336], [-25.539, -7.752, -4.830], [-24.782, -7.109, -5.558], [-26.436, -8.460, -5.264], [-25.648, -8.593, -2.962], [-25.964, -6.881, -2.895], [-24.244, -7.423, -3.191], [-20.710, -0.909, -8.608], [-19.760, -1.224, -9.708], [-19.430, -2.406, -9.897], [-19.203, -0.247, -10.309], [-21.051, -1.854, -8.187], [-21.615, -0.452, -9.008], [-20.076, -0.522, -7.810], [-28.715, -3.130, -4.927], [-28.599, -4.595, -4.754], [-29.633, -5.313, -4.570], [-27.524, -5.082, -4.915], [-28.014, -2.753, -5.671], [-28.428, -2.742, -3.950], [-29.719, -2.829, -5.228], [-29.174, -6.030, -8.930], [-28.678, -4.665, -8.778], [-29.005, -3.848, -9.643], [-28.091, -4.312, -7.728], [-29.668, -6.116, -9.898], [-29.821, -6.192, -8.068], [-28.352, -6.732, -8.785], [-26.986, -1.520, -8.595], [-26.609, -0.356, -7.709], [-27.360, 0.615, -7.762], [-25.509, -0.371, -7.213], [-27.514, -2.123, -7.856], [-26.146, -2.046, -9.050], [-27.618, -1.161, -9.408], [-15.079, -4.512, -10.766], [-15.234, -3.498, -9.632], [-14.289, -3.138, -9.031], [-16.381, -3.070, -9.384], [-14.734, -3.877, -11.583], [-16.083, -4.918, -10.887], [-14.392, -5.312, -10.492], [-22.494, -8.624, -11.612], [-22.023, -9.334, -10.414], [-21.968, -8.763, -9.349], [-21.792, -10.532, -10.488], [-21.679, -8.314, -12.265], [-22.895, -7.686, -11.227], [-23.304, -9.185, -12.077], [-18.715, -2.078, -13.178], [-17.505, -2.755, -12.752], [-16.498, -2.121, -12.496], [-17.608, -3.939, -12.598], [-19.400, -1.974, -12.336], [-19.162, -2.528, -14.064], [-18.458, -1.053, -13.444], [-24.856, -2.289, -2.926], [-24.428, -3.007, -4.135], [-24.224, -2.281, -5.141], [-24.382, -4.207, -4.193], [-25.921, -2.331, -3.154], [-24.486, -1.264, -2.927], [-24.575, -2.869, -2.047], [-17.981, -10.393, -8.145], [-18.997, -9.576, -7.478], [-18.695, -8.406, -7.217], [-20.164, -9.987, -7.518], [-18.427, -11.323, -8.498], [-17.172, -10.617, -7.449], [-17.578, -9.935, -9.048], [-27.377, -8.525, -11.640], [-26.379, -7.666, -11.341], [-25.876, -7.666, -10.097], [-26.363, -8.515, -9.072], [-27.389, -9.384, -9.412], [-27.820, -9.451, -10.711], [-27.849, -8.484, -12.611], [-26.016, -6.969, -12.081], [-24.995, -7.075, -9.894], [-26.041, -8.396, -8.048], [-27.833, -10.021, -8.661], [-28.612, -10.164, -10.886], [-18.801, -3.824, -6.698], [-18.251, -5.084, -6.604], [-18.480, -5.879, -5.496], [-19.254, -5.420, -4.478], [-19.752, -4.107, -4.549], [-19.540, -3.310, -5.614], [-18.686, -3.270, -7.618], [-17.638, -5.433, -7.422], [-18.099, -6.880, -5.356], [-19.393, -6.084, -3.637], [-20.290, -3.688, -3.711], [-19.949, -2.321, -5.760]],
  "lowdin_charge": [-0.041, -0.162, -0.002, 0.023, -0.009, -0.056, 0.022, 0.002, 0.061, 0.053, 0.079, 0.102, 0.117, 0.106, 0.096, 0.153, 0.066, 0.091, 0.079, 0.581, -0.354, -0.404, -0.395, -0.339, 0.661, -0.397, -0.365, -0.415, -0.408, 0.059, -0.401, 0.026, 0.063, 0.092, 0.093, 0.098, 0.052, -0.354, 0.018, 0.041, 0.079, 0.098, 0.102, 0.041, -0.422, 0.023, 0.062, 0.079, 0.095, 0.106, 0.059, -0.373, 0.084, -0.004, 0.111, 0.109, 0.085, 0.036, -0.433, 0.038, 0.061, 0.054, 0.077, 0.105, 0.052, -0.434, 0.077, 0.020, 0.090, 0.069, 0.089, 0.049, -0.431, 0.047, 0.047, 0.114, 0.064, 0.113, 0.042, -0.439, 0.056, 0.054, 0.080, 0.113, 0.101, 0.055, -0.425, 0.041, 0.058, 0.094, 0.108, 0.102, 0.027, -0.396, 0.025, 0.063, 0.099, 0.098, 0.104, -0.090, -0.103, -0.101, -0.073, -0.120, -0.101, 0.109, 0.111, 0.091, 0.084, 0.100, 0.098, -0.073, -0.102, -0.121, -0.093, -0.111, -0.093, 0.080, 0.099, 0.089, 0.098, 0.094, 0.095]
}